[1]
15
Properties=species:S:1:pos:R:3:nbo_charge:R:1 method="wB97M-V/def2-TZVPD" max_force_ev_per_a=1.8 de_lowest_kcal_mol=137.8 e_lumo_ev="0.0 / -0.1" total_energy_ha=-271.31187 homo_lumo_gap_ev="8.3987 / 8.2535"
C 1.59 0.57 -0.04 -0.5682
C 0.30 -0.23 0.01 -0.2379
C 0.50 -1.74 0.07 -0.5732
C -0.65 0.31 0.99 0.1594
C -1.74 1.05 0.74 -0.3348
C -0.69 0.22 -1.02 0.1150
C -1.77 0.97 -0.71 -0.3296
H 1.38 1.64 -0.08 0.2273
H 2.16 0.29 -0.94 0.2175
H 2.19 0.36 0.85 0.2159
H 1.09 -1.99 0.96 0.2158
H -0.45 -2.26 0.12 0.2265
H 1.04 -2.07 -0.82 0.2176
H -2.41 1.51 1.47 0.2291
H -2.49 1.37 -1.41 0.2195

=====

[2]
34
Properties=species:S:1:pos:R:3:nbo_charge:R:1 method="wB97M-V/def2-TZVPD" max_force_ev_per_a=1.4 de_lowest_kcal_mol=14.3 e_lumo_ev=-1.7 total_energy_ha=-3236.45330 homo_lumo_gap_ev=7.7552
Li -0.40 -4.30 0.19 0.9571
Br 0.09 -1.93 -0.18 -0.8890
C -3.28 0.55 1.86 -0.6412
C -2.38 -0.35 2.73 0.0990
C -2.72 -1.80 2.57 -0.6343
O -1.02 -0.20 2.44 -0.7393
H -4.34 0.46 2.10 0.2034
H -3.21 0.46 0.77 0.2124
H -3.02 1.59 2.06 0.2172
H -2.44 -0.03 3.77 0.1750
H -2.30 -2.45 3.34 0.2068
H -2.40 -2.10 1.57 0.1952
H -3.79 -2.01 2.55 0.2051
H -0.76 -0.64 1.62 0.4790
C 0.44 -0.69 -3.78 -0.1068
C -0.41 0.52 -3.31 -0.0855
O -0.37 0.79 -1.95 -0.7375
O -0.22 -1.93 -3.50 -0.7358
H 1.42 -0.67 -3.31 0.1743
H 0.54 -0.67 -4.86 0.1782
H -1.45 0.41 -3.61 0.1597
H -0.04 1.38 -3.87 0.1740
H -0.47 0.00 -1.41 0.4750
H -0.17 -1.84 -2.54 0.4660
C 2.61 1.10 0.54 -0.0914
C 3.61 2.25 0.59 -0.0836
O 4.88 1.81 1.09 -0.7128
O 2.94 0.21 -0.52 -0.7258
H 1.63 1.46 0.22 0.1792
H 2.48 0.67 1.53 0.1698
H 3.20 3.03 1.23 0.1585
H 3.76 2.69 -0.40 0.1656
H 5.41 2.61 1.06 0.4598
H 2.17 -0.37 -0.58 0.4728

=====

[3]
17
Properties=species:S:1:pos:R:3:nbo_charge:R:1 method="wB97M-V/def2-TZVPD" max_force_ev_per_a=7.0 de_lowest_kcal_mol=56.0 e_lumo_ev=-0.4 total_energy_ha=-1407.02572 homo_lumo_gap_ev=7.8902
C -0.23 -1.69 1.04 -0.6406
C -0.38 -0.25 0.49 0.0829
C 0.59 1.02 0.87 -0.5628
C -0.10 -0.48 -1.15 -0.2662
H 0.57 -2.29 0.78 0.2411
H -1.12 -2.26 0.54 0.2077
H -0.24 -1.81 2.20 0.2260
H -1.90 0.88 1.33 0.3567
H -2.54 -0.43 0.59 0.3915
H 0.31 1.76 0.12 0.2401
H 1.63 0.73 0.55 0.2580
H -0.47 2.24 2.86 0.1338
H -0.29 0.03 -3.28 0.1178
N -1.71 0.18 0.44 -0.8857
S 0.71 1.42 2.61 -0.0115
S -1.03 0.42 -2.34 0.1728
S 1.37 -1.32 -1.29 -0.0615

=====

[4]
89
Properties=species:S:1:pos:R:3:mulliken_charge:R:1 method="wB97M-V/def2-TZVPD" max_force_ev_per_a=0.6 de_lowest_kcal_mol=0.0 e_lumo_ev=0.5 total_energy_ha=-6445.10443 homo_lumo_gap_ev=8.2100
Sn -0.26 0.13 1.02 1.7794
C 3.11 -2.82 0.30 -1.4727
C 3.71 -1.48 -0.13 0.7465
C 5.15 -1.65 -0.63 -1.8564
C 2.85 -0.80 -1.15 0.1523
C 2.85 -0.93 -2.56 -0.9092
C 1.90 -0.03 -2.99 -0.8437
N 1.36 0.55 -1.90 1.0426
N 1.95 0.10 -0.78 -0.5000
B 0.29 1.66 -1.87 -1.0977
N -1.14 1.07 -1.67 1.5954
C -1.93 0.66 -2.66 -0.5377
C -3.20 0.44 -2.15 -1.2826
C -3.11 0.76 -0.79 0.1841
N -1.84 1.13 -0.50 -0.7452
C -4.25 0.83 0.19 0.5485
C -4.55 -0.52 0.84 -1.0798
C -4.04 1.94 1.22 -1.3864
N 0.61 2.69 -0.77 -0.1151
C 1.02 3.94 -1.00 -0.3020
C 1.32 4.53 0.20 -1.3808
C 1.05 3.54 1.16 -0.3058
N 0.62 2.43 0.56 0.8260
C 1.30 3.66 2.64 0.7007
C 0.62 2.57 3.45 -1.0714
C 2.81 3.66 2.90 -1.3780
H 3.80 -3.27 1.02 0.5236
H 3.10 -3.49 -0.57 0.2573
H 1.55 -1.61 1.17 -1.0337
H 3.72 -0.83 0.75 0.2385
H 5.18 -2.30 -1.51 0.2925
H 5.77 -2.10 0.14 0.4731
H 5.58 -0.69 -0.91 0.4212
H 3.47 -1.56 -3.17 0.4431
H 1.58 0.24 -3.98 0.5299
H 0.31 2.21 -2.94 -0.1999
H -1.56 0.59 -3.67 0.5877
H -4.09 0.15 -2.69 0.4815
H -5.12 1.10 -0.42 0.4248
H -3.72 -0.84 1.47 0.0097
H -4.71 -1.29 0.09 0.2149
H -5.44 -0.44 1.46 0.5015
H -3.23 1.69 1.90 0.1075
H -4.95 2.05 1.83 0.4502
H -3.82 2.89 0.74 0.3652
H 1.09 4.32 -2.01 0.4690
H 1.68 5.53 0.38 0.5054
H 0.90 4.63 2.95 0.3765
H 1.05 1.59 3.23 -0.0836
H -0.45 2.53 3.25 0.1751
H 0.75 2.75 4.52 0.4564
H 3.24 2.70 2.62 0.2536
H 3.01 3.83 3.96 0.4147
H 3.32 4.44 2.33 0.4061
O -1.25 -1.90 -0.44 0.4039
C -1.81 -2.45 -1.36 -1.1812
C -1.11 -2.74 -2.67 -0.0263
C -1.04 -4.29 -2.80 -1.0046
C -1.00 -5.06 -1.46 0.4673
C -2.36 -5.36 -0.80 -0.9629
C -3.06 -4.13 -0.22 -0.2918
N -3.04 -3.06 -1.22 0.1973
H -0.12 -2.29 -2.63 -0.3155
H -1.66 -2.30 -3.51 0.4687
H -0.15 -4.53 -3.38 0.4920
H -1.89 -4.65 -3.39 0.3488
H -0.37 -4.53 -0.75 -0.5111
H -0.51 -6.02 -1.65 0.4531
H -2.22 -6.10 -0.01 0.4724
H -3.02 -5.82 -1.55 0.3176
H -2.54 -3.75 0.67 -0.0025
H -4.09 -4.35 0.06 0.4186
H -3.40 -3.39 -2.11 0.3827
C 2.38 -2.77 3.95 -1.1786
Ge 1.41 -3.70 2.52 0.3561
C 2.08 -5.52 2.30 -1.2301
C -0.48 -3.79 3.03 -0.7431
C 1.70 -2.66 0.88 1.2120
H 2.10 -3.17 4.92 0.4101
H 2.12 -1.71 3.93 0.2689
H 3.46 -2.86 3.84 0.3632
H 2.08 -6.04 3.27 0.4011
H 3.10 -5.54 1.91 0.3785
H 1.45 -6.08 1.62 0.3440
H -0.55 -4.20 4.04 0.5260
H -1.04 -4.43 2.36 0.1713
H -0.94 -2.80 3.03 -0.0011
H 0.94 -2.86 0.13 -0.0671
Br -1.65 -0.21 3.23 -0.7102

=====

[5]
58
Properties=species:S:1:pos:R:3:mulliken_spin:R:1 method="wB97M-V/def2-TZVPD" multiplicity=2 max_force_ev_per_a=5.6 e_lumo_ev="-4.1 / -8.7" s_squared=0.7537 total_charge=+1 total_energy_ha=-1755.74658 homo_lumo_gap_ev="9.2876 / 4.6048"
C 1.31 -2.62 0.28 0.0717
C 2.77 -2.33 0.31 -0.0726
S 3.79 -3.12 -1.17 1.0089
C 0.48 -1.37 0.31 -0.0153
N -0.73 -1.45 -0.35 0.0043
C -1.18 -2.68 -0.96 -0.0005
O 0.72 -0.29 0.86 0.0007
H 1.04 -3.32 -0.56 -0.0286
H 0.99 -3.19 1.17 0.0031
H 3.06 -1.23 0.33 0.0437
H 3.32 -2.81 1.16 0.0010
H 3.00 -3.14 -2.27 -0.0134
H -1.24 -0.54 -0.51 -0.0001
H -2.27 -2.68 -0.65 0.0000
H -1.18 -2.74 -2.13 -0.0004
H -0.84 -3.69 -0.55 -0.0008
H -1.66 1.49 0.21 0.0001
H -0.71 0.79 1.21 -0.0006
O -1.58 1.18 1.15 0.0000
H 0.01 3.63 -1.78 0.0000
H 0.51 2.62 -0.76 -0.0001
O 0.05 2.66 -1.58 0.0000
H 2.23 0.87 -1.63 0.0005
H 1.78 0.59 -0.24 -0.0018
O 2.33 1.16 -0.73 -0.0013
H 0.09 3.29 1.35 0.0000
H 0.34 4.87 1.12 0.0000
O -0.04 4.02 0.75 0.0000
H -1.30 -0.22 3.89 0.0000
H -2.54 -0.68 4.24 0.0000
O -1.71 -1.04 3.78 0.0001
H -3.07 2.09 -2.69 0.0000
H -2.97 1.59 -1.24 0.0000
O -3.07 1.27 -2.07 0.0000
H -1.98 1.85 3.76 0.0000
H -1.22 2.34 2.57 0.0000
O -1.21 2.29 3.47 0.0000
H 1.63 -1.09 -3.98 -0.0007
H 0.88 0.16 -4.23 0.0001
O 1.73 -0.11 -4.10 0.0004
H -0.97 -2.17 2.35 0.0000
H -0.89 -3.54 3.17 0.0000
O -0.93 -3.13 2.26 0.0015
H -0.65 1.45 -2.77 0.0000
H -1.64 0.32 -3.48 0.0000
O -0.71 0.59 -3.35 0.0001
H 1.38 -0.94 3.95 0.0000
H 1.37 -1.29 2.48 0.0015
O 1.58 -1.72 3.39 0.0000
H -2.77 3.24 0.74 0.0000
H -2.04 4.36 0.05 0.0000
O -2.74 3.71 -0.09 0.0000
H 2.40 2.52 0.72 0.0001
H 2.24 2.29 2.15 -0.0001
O 2.44 3.09 1.56 0.0000
H 0.05 -2.95 -4.16 0.0001
H -0.14 -1.72 -3.27 0.0001
O 0.46 -2.52 -3.38 -0.0016

=====

[6]
10
Properties=species:S:1:pos:R:3:nbo_charge:R:1 method="wB97M-V/def2-TZVPD" max_force_ev_per_a=2.2 de_lowest_kcal_mol=19.9 e_lumo_ev=-0.9 total_energy_ha=-15521.43478 homo_lumo_gap_ev=9.5392
C -3.54 2.87 0.26 -0.4239
Br -4.16 3.04 2.12 0.0916
Br -3.65 4.70 -0.69 0.0445
Br -4.27 1.25 -0.74 0.0784
H -2.47 2.70 0.37 0.2094
C 3.72 -2.91 -0.33 -0.4356
Br 2.81 -1.24 0.19 0.0782
Br 2.28 -4.06 -1.10 0.0760
Br 4.94 -3.73 1.09 0.0661
H 4.35 -2.63 -1.18 0.2152

=====

[7]
30
Properties=species:S:1:pos:R:3:nbo_charge:R:1 method="wB97M-V/def2-TZVPD" max_force_ev_per_a=2.8 de_lowest_kcal_mol=0.0 e_lumo_ev=-4.5 total_charge=+1 total_energy_ha=-646.90832 homo_lumo_gap_ev=8.2849
C 1.17 1.34 -0.15 -0.2397
C -0.42 3.13 -0.01 -0.1964
C 2.14 2.25 0.22 0.0459
C 0.64 3.96 0.34 0.0578
C -0.15 1.79 -0.27 -0.1092
C -1.22 0.93 -0.69 0.3776
C -2.31 -1.19 -1.28 -0.4178
C -3.12 0.10 -1.59 -0.2441
C 1.78 -2.77 1.00 -0.0650
C -0.10 -1.71 -0.23 0.2952
C -1.23 -0.77 -0.28 -0.4009
N 1.88 3.52 0.46 -0.3774
N -2.26 1.19 -1.31 -0.3329
N 0.54 -2.00 0.87 -0.4376
N 2.47 -2.19 2.11 -0.8402
H 1.43 0.32 -0.39 0.1954
H -1.42 3.51 -0.09 0.2434
H 3.18 1.95 0.32 0.2013
H 0.48 5.01 0.54 0.2130
H -2.95 -1.97 -0.89 0.2374
H -1.84 -1.55 -2.20 0.2169
H -3.44 0.16 -2.63 0.2358
H -4.00 0.19 -0.96 0.2252
H 1.51 -3.81 1.22 0.2256
H 2.30 -2.73 0.03 0.1983
H 0.26 -2.14 -1.15 0.2256
H -1.65 -0.66 0.73 0.2377
H 0.25 -1.59 1.75 0.4415
H 2.97 -2.86 2.68 0.4017
H 3.09 -1.43 1.85 0.3856

=====

[8]
16
Properties=species:S:1:pos:R:3:nbo_charge:R:1 method="wB97M-V/def2-TZVPD" max_force_ev_per_a=5.3 de_lowest_kcal_mol=81.1 e_lumo_ev="-0.5 / -0.5" total_energy_ha=-798.01265 homo_lumo_gap_ev="7.4093 / 7.4106"
C -1.12 1.06 -0.52 0.0323
C -2.81 -0.45 -0.09 0.7042
C 1.46 -0.19 -0.85 -0.6980
C 0.33 -0.61 1.47 -0.8948
C -3.05 0.91 0.51 -0.0638
N -2.15 1.81 0.14 -0.3637
O -3.42 -1.48 -0.04 -0.5494
O -1.61 -0.28 -0.69 -0.5115
S 0.66 0.68 0.54 0.7947
H -0.80 1.53 -1.45 0.1941
H 2.30 0.34 -1.03 0.2235
H 0.77 0.05 -1.67 0.2284
H 1.62 -1.17 -0.72 0.2332
H 0.30 -1.43 0.84 0.2061
H -0.19 -0.55 2.47 0.2468
H -4.03 1.07 0.96 0.2177

=====

[9]
85
Properties=species:S:1:pos:R:3:nbo_charge:R:1 method="wB97M-V/def2-TZVPD" max_force_ev_per_a=0.6 e_lumo_ev=-2.0 total_charge=+1 total_energy_ha=-1874.17190 homo_lumo_gap_ev=6.6127
Y -0.19 1.09 -0.77 1.7294
C 0.58 4.18 -2.37 -0.4133
C 1.61 4.10 -1.25 -0.2245
N 1.30 3.14 -0.16 -0.7040
C 0.68 3.78 1.03 -0.2256
C -0.83 3.92 0.95 -0.2327
N -1.48 2.60 0.95 -0.6944
C -2.95 2.67 1.02 -0.2144
C -3.61 2.86 -0.34 -0.4241
C -3.67 1.59 -1.18 -0.2131
N -2.41 1.28 -1.88 -0.7111
C -2.26 1.97 -3.17 -0.2269
C -1.02 1.45 -3.86 -0.2248
N 0.22 1.80 -3.12 -0.7216
C 0.76 3.13 -3.47 -0.2264
H 0.65 5.17 -2.82 0.2399
H -0.44 4.12 -1.97 0.2035
H 1.78 5.09 -0.82 0.2013
H 2.56 3.78 -1.69 0.2132
H 2.19 2.76 0.15 0.3985
H 1.13 4.76 1.20 0.2097
H 0.93 3.16 1.90 0.2146
H -1.13 4.47 0.06 0.2020
H -1.16 4.52 1.81 0.2074
H -1.17 2.11 1.79 0.3953
H -3.25 3.46 1.71 0.1958
H -3.29 1.72 1.44 0.2160
H -3.12 3.67 -0.90 0.2042
H -4.63 3.21 -0.17 0.2391
H -4.48 1.66 -1.92 0.1994
H -3.91 0.74 -0.54 0.2157
H -2.39 0.27 -2.07 0.4178
H -2.20 3.04 -3.00 0.1957
H -3.14 1.79 -3.81 0.2083
H -0.97 1.82 -4.89 0.2065
H -1.06 0.35 -3.90 0.2432
H 0.90 1.08 -3.36 0.4192
H 0.31 3.48 -4.40 0.2062
H 1.83 3.03 -3.67 0.2124
C -0.19 -1.73 6.52 -0.2049
C 1.01 -1.68 5.83 -0.1923
C 1.01 -1.48 4.45 -0.2434
C -0.18 -1.32 3.76 -0.3984
C -1.38 -1.36 4.47 -0.1650
C -1.39 -1.57 5.84 -0.2255
Sb -0.25 -1.04 1.65 1.1439
C -1.02 -2.96 1.21 -0.2714
C -1.91 -3.18 0.17 -0.2414
C -2.42 -4.45 -0.06 -0.2071
C -2.03 -5.51 0.75 -0.1941
C -1.13 -5.30 1.78 -0.2095
C -0.63 -4.02 2.02 -0.2421
C 1.81 -1.12 1.20 -0.2583
C 2.48 -2.26 0.76 -0.2351
C 3.81 -2.20 0.40 -0.1739
C 4.50 -0.99 0.46 -0.2071
C 3.86 0.15 0.89 -0.2087
C 2.52 0.09 1.26 -0.3040
H -0.19 -1.89 7.59 0.2212
H 1.95 -1.81 6.35 0.2185
H 1.96 -1.45 3.92 0.2163
H -2.33 -1.26 3.95 0.1968
H -2.33 -1.61 6.37 0.2187
H -2.17 -2.37 -0.50 0.2229
H -3.12 -4.61 -0.87 0.2161
H -2.42 -6.50 0.57 0.2208
H -0.81 -6.12 2.41 0.2214
H 0.05 -3.87 2.85 0.2203
H 1.94 -3.20 0.68 0.2330
H 4.31 -3.09 0.05 0.2290
H 5.55 -0.95 0.18 0.2237
H 4.40 1.09 0.97 0.2102
H 2.03 0.98 1.67 0.1908
N -0.10 -0.79 -1.38 -1.3531
C 0.75 -1.66 -2.03 0.2412
C 2.02 -1.22 -2.45 -0.3167
C 2.92 -2.06 -3.09 -0.1895
C 2.58 -3.39 -3.34 -0.2800
C 1.34 -3.85 -2.93 -0.1764
C 0.44 -3.01 -2.29 -0.3026
H 2.36 -0.21 -2.22 0.1745
H 3.89 -1.68 -3.38 0.2061
H 3.28 -4.05 -3.84 0.2145
H 1.05 -4.88 -3.11 0.2109
H -0.52 -3.39 -1.98 0.2121

=====

[10]
100
Properties=species:S:1:pos:R:3:mulliken_charge:R:1 method="wB97M-V/def2-TZVPD" max_force_ev_per_a=14.7 de_lowest_kcal_mol=72.8 e_lumo_ev=-1.1 total_energy_ha=-3865.08010 homo_lumo_gap_ev=8.2739
C 5.18 -3.70 -0.80 -1.3268
N 5.85 -2.68 0.00 0.1786
C 6.56 -3.29 1.21 -0.8570
C 6.93 -2.10 -0.84 -1.0879
C 5.05 -1.58 0.63 -0.2752
C 3.77 -2.04 1.26 -0.7439
O 3.14 -0.87 1.70 -0.5000
H 4.60 -4.05 -0.25 0.8071
H 5.78 -4.36 -1.32 0.3383
H 4.57 -3.25 -1.74 0.3666
H 5.67 -3.65 1.89 0.3312
H 7.10 -2.59 1.81 0.4267
H 6.96 -4.33 1.09 0.3281
H 7.46 -1.43 -0.40 0.4547
H 6.31 -1.97 -1.79 0.4525
H 7.60 -2.80 -1.31 0.3743
H 4.93 -0.77 -0.17 0.2551
H 5.75 -0.96 1.30 0.3155
H 4.12 -2.66 1.96 0.1371
H 3.22 -2.28 0.44 0.6626
H 2.30 -0.88 1.14 0.3532
N 0.24 -0.02 -0.63 0.7876
O -1.03 0.18 -0.81 -0.4405
O 0.68 -1.06 -0.18 -0.6705
O 0.95 0.94 -0.75 -0.5804
O 1.77 3.05 -5.73 -0.6578
S 2.33 1.74 -5.52 1.1584
O 3.10 1.13 -6.57 -0.6525
O 3.44 1.97 -4.34 -0.3233
C 3.18 3.09 -3.39 -0.3295
C 4.14 2.60 -2.21 -0.8861
C 1.10 0.72 -4.98 -0.7526
H 2.08 3.33 -3.23 0.4019
H 3.57 3.80 -4.12 0.3282
H 5.22 2.22 -2.49 0.2271
H 3.60 1.87 -1.52 0.0595
H 4.45 3.35 -1.52 0.4869
H 0.45 1.17 -4.21 0.3064
H 1.60 -0.06 -4.28 0.2340
H 0.63 0.34 -5.89 0.3867
O -2.26 6.55 0.83 -0.6270
S -3.58 6.11 1.17 1.2202
O -4.75 6.67 0.50 -0.6741
O -3.64 4.52 0.88 -0.1714
C -3.88 4.06 -0.54 -0.4839
C -3.92 2.61 -0.67 -0.4426
C -3.82 6.16 2.89 -0.9380
H -2.91 4.30 -0.94 0.3236
H -4.85 4.52 -1.06 0.2638
H -2.87 2.26 -0.57 -0.2163
H -4.50 2.28 -1.64 0.3924
H -4.58 2.05 0.02 0.2715
H -3.63 7.20 3.17 0.3455
H -3.05 5.69 3.41 0.2948
H -4.66 5.73 3.15 0.4146
O -2.10 -0.11 4.43 -0.6112
S -1.68 -1.44 4.15 1.2868
O -0.95 -2.03 5.25 -0.6930
O -3.01 -2.33 3.86 -0.1418
C -3.81 -2.44 4.89 -0.4164
C -5.21 -2.99 4.45 -1.1618
C -0.73 -1.37 2.68 -0.6763
H -3.81 -1.45 5.48 0.3884
H -3.31 -3.13 5.66 0.2760
H -5.85 -3.16 5.41 0.3301
H -5.23 -4.01 4.05 0.3135
H -5.64 -2.26 3.83 0.3371
H 0.27 -0.98 2.80 0.4942
H -1.27 -0.99 1.77 -0.0443
H -0.59 -2.54 2.69 0.3072
C -4.26 -1.84 0.62 -0.3442
C -3.49 -1.63 -0.66 0.5544
O -3.99 -2.63 -1.49 -0.2695
C -5.08 -3.12 -0.98 0.4778
O -5.80 -3.86 -1.60 -0.6203
O -5.33 -2.59 0.18 -0.3379
H -4.36 -0.90 0.92 0.6090
H -3.65 -2.36 1.48 -0.0054
H -2.46 -2.08 -0.39 -0.0441
H -3.43 -0.55 -0.97 -0.0162
C -0.69 -3.17 -2.84 0.3687
C -1.63 -2.06 -3.40 -0.2367
O -1.24 -1.68 -4.74 -0.3849
C -0.39 -2.64 -5.16 0.5557
O 0.12 -2.79 -6.23 -0.5103
O 0.06 -3.50 -4.05 -0.4077
H -0.86 -4.16 -2.14 0.2326
H 0.02 -2.45 -2.20 -0.1300
H -1.58 -1.16 -2.83 0.1370
H -2.56 -2.30 -3.53 0.3750
C -1.12 2.42 2.07 1.1671
C 0.45 2.48 2.21 -0.2560
O 0.62 3.66 2.98 -0.4010
C -0.55 4.22 3.18 0.6704
O -0.60 5.27 3.87 -0.6820
O -1.51 3.57 2.73 -0.2400
H -1.69 1.51 2.67 -0.0861
H -1.54 2.34 1.06 -0.6576
H 1.06 2.73 1.22 0.0490
H 0.94 1.70 2.55 0.3973